ORCA calculation (wB97M-V/def2-TZVPD) on 11 unconnected molecules or ions with the total composition C44H88O11.

Molecular weight   793.2 g mol⁻¹
SMILES string   C1CCOC1.C1CCOC1.C1CCOC1.C1CCOC1.C1CCOC1.C1CCOC1.C1CCOC1.C1CCOC1.C1CCOC1.C1CCOC1.C1CCOC1
Gap between HOMO and LUMO   0.364 hartree
ΔE to the lowest compared entry with this formula, charge and spin   11.4 kcal/mol
E_HOMO   -9.31 eV

CARTESIAN COORDINATES (ANGSTROEM)
C 12.7898 -7.4494 15.8522
C 12.8948 -6.4861 17.0611
C 12.2067 -7.2339 18.1738
O 11.1199 -7.9148 17.5273
C 11.6012 -8.3551 16.2610
H 13.6928 -8.0404 15.7488
H 12.5055 -6.8550 14.9915
H 12.2601 -5.6121 16.8694
H 13.8836 -6.0900 17.2807
H 11.8622 -6.6095 18.9972
H 12.8668 -7.9783 18.6664
H 10.7789 -8.3013 15.5458
H 11.8773 -9.4138 16.3426
C 8.3447 -10.7588 18.2815
C 9.1867 -10.2100 19.4255
C 9.3913 -11.4590 20.2839
O 9.6313 -12.4701 19.2889
C 8.5618 -12.2985 18.3702
H 8.6593 -10.3737 17.3117
H 7.3024 -10.4365 18.3744
H 8.7776 -9.3787 20.0018
H 10.1936 -9.9051 19.1302
H 8.5010 -11.6989 20.8966
H 10.2331 -11.4321 20.9734
H 7.6993 -12.9130 18.6655
H 8.7900 -12.6539 17.3644
C 6.8582 -14.9519 21.6288
C 5.8372 -16.0593 21.4598
C 4.7820 -15.6130 22.4756
O 4.7027 -14.1644 22.3160
C 5.9563 -13.7160 21.7252
H 7.5301 -14.8146 20.7747
H 7.4447 -15.1862 22.5177
H 6.1664 -17.0834 21.6455
H 5.3583 -16.0566 20.4738
H 5.1223 -15.7166 23.5166
H 3.7963 -16.0536 22.3574
H 6.3883 -12.9186 22.3188
H 5.6722 -13.3138 20.7449
C 10.8199 -11.8471 24.4712
C 10.3796 -12.5247 25.7758
C 11.5131 -13.5201 26.0062
O 12.6914 -12.7745 25.6571
C 12.3714 -11.8706 24.5865
H 10.4586 -10.8322 24.3214
H 10.5663 -12.4656 23.6061
H 9.3922 -12.9858 25.6687
H 10.3311 -11.8295 26.6154
H 11.4383 -14.4465 25.4246
H 11.6187 -13.7716 27.0624
H 12.8701 -12.1512 23.6572
H 12.7597 -10.8973 24.8998
C 13.1901 -5.8153 22.7684
C 11.9993 -5.8664 21.8074
C 11.4028 -7.2598 22.1193
O 11.8916 -7.6296 23.4172
C 12.6343 -6.5486 23.9736
H 13.5702 -4.8151 23.0017
H 14.0452 -6.3637 22.3680
H 12.3779 -5.7145 20.7971
H 11.2248 -5.1265 22.0117
H 11.5438 -8.0165 21.3523
H 10.3170 -7.1232 22.2250
H 13.4207 -6.9632 24.6136
H 12.0022 -5.9316 24.6257
C 4.1921 -7.7981 15.8915
C 3.9689 -9.0235 16.7593
C 2.9751 -8.4633 17.7634
O 2.1096 -7.6370 17.0015
C 2.7818 -7.2143 15.7982
H 4.6662 -8.0343 14.9367
H 4.8597 -7.0653 16.3575
H 4.8290 -9.4488 17.2834
H 3.5485 -9.8434 16.1713
H 3.4837 -7.8776 18.5391
H 2.3747 -9.2337 18.2485
H 2.8021 -6.1247 15.7555
H 2.2277 -7.6182 14.9463
C 8.5364 -7.5012 24.3748
C 8.4122 -8.1160 25.7722
C 7.6233 -9.4213 25.4792
O 7.2617 -9.3995 24.0826
C 7.2805 -8.0400 23.6907
H 9.3492 -7.9596 23.8195
H 8.4971 -6.4127 24.3918
H 7.8948 -7.4525 26.4599
H 9.3800 -8.3863 26.1986
H 6.6806 -9.4038 26.0540
H 8.1309 -10.3538 25.7166
H 6.3383 -7.5857 24.0415
H 7.2704 -7.9853 22.6022
C 8.3090 -18.2607 17.7336
C 8.4605 -17.4849 19.0608
C 8.7808 -16.0833 18.5504
O 9.6100 -16.3143 17.3964
C 9.4472 -17.6470 16.9193
H 7.3228 -18.0726 17.2888
H 8.3435 -19.3392 17.8954
H 9.3017 -17.9275 19.5981
H 7.5493 -17.5344 19.6558
H 9.3087 -15.5704 19.3542
H 7.8882 -15.5417 18.2170
H 10.3575 -18.2283 17.1285
H 9.2829 -17.6609 15.8417
C 14.5012 -11.5451 21.3202
C 15.2006 -10.7193 22.4323
C 14.3027 -9.4999 22.5945
O 13.4976 -9.4079 21.4422
C 13.2505 -10.7351 21.0131
H 14.2842 -12.5493 21.6923
H 15.1445 -11.7178 20.4560
H 16.2333 -10.4539 22.1971
H 15.2811 -11.2861 23.3627
H 14.8050 -8.5621 22.8541
H 13.6540 -9.5792 23.4847
H 12.9227 -10.7157 19.9724
H 12.3789 -11.1418 21.5542
C 5.9341 -15.6712 15.1224
C 4.8429 -15.1870 16.0693
C 5.1646 -13.7234 16.3147
O 6.5798 -13.6132 16.1291
C 7.1325 -14.7072 15.3796
H 5.5998 -15.5662 14.0864
H 6.2124 -16.7190 15.2471
H 4.8887 -15.7340 17.0212
H 3.8226 -15.3768 15.7305
H 5.0106 -13.3947 17.3422
H 4.6534 -13.0408 15.6275
H 7.8874 -15.1552 16.0128
H 7.3756 -14.3516 14.3798
C 6.9379 -4.6890 18.9750
C 7.9360 -5.8089 18.5696
C 8.1055 -6.6269 19.8504
O 7.8084 -5.7103 20.9062
C 6.7393 -4.9106 20.4680
H 6.0112 -4.7958 18.4086
H 7.3451 -3.7055 18.7506
H 8.9062 -5.3707 18.3385
H 7.6074 -6.3830 17.7069
H 9.1516 -6.9038 19.9607
H 7.4275 -7.4744 19.9923
H 6.7500 -3.9767 21.0321
H 5.7609 -5.3713 20.6763

Atom charges from the Löwdin analysis, given in e for atoms 1 to 99: atom 1 (C): -0.136, atom 2 (C): -0.164, atom 3 (C): -0.212, atom 4 (O): -0.161, atom 5 (C): -0.200, atom 6 (H): 0.105, atom 7 (H): 0.102, atom 8 (H): 0.112, atom 9 (H): 0.111, atom 10 (H): 0.091, atom 11 (H): 0.126, atom 12 (H): 0.114, atom 13 (H): 0.116, atom 14 (C): -0.133, atom 15 (C): -0.157, atom 16 (C): -0.191, atom 17 (O): -0.139, atom 18 (C): -0.205, atom 19 (H): 0.103, atom 20 (H): 0.100, atom 21 (H): 0.090, atom 22 (H): 0.099, atom 23 (H): 0.120, atom 24 (H): 0.095, atom 25 (H): 0.101, atom 26 (H): 0.111, atom 27 (C): -0.167, atom 28 (C): -0.190, atom 29 (C): -0.186, atom 30 (O): -0.160, atom 31 (C): -0.181, atom 32 (H): 0.091, atom 33 (H): 0.118, atom 34 (H): 0.108, atom 35 (H): 0.113, atom 36 (H): 0.119, atom 37 (H): 0.114, atom 38 (H): 0.108, atom 39 (H): 0.112, atom 40 (C): -0.146, atom 41 (C): -0.172, atom 42 (C): -0.200, atom 43 (O): -0.145, atom 44 (C): -0.184, atom 45 (H): 0.102, atom 46 (H): 0.106, atom 47 (H): 0.111, atom 48 (H): 0.111, atom 49 (H): 0.119, atom 50 (H): 0.117, atom 51 (H): 0.094, atom 52 (H): 0.108, atom 53 (C): -0.161, atom 54 (C): -0.139, atom 55 (C): -0.188, atom 56 (O): -0.159, atom 57 (C): -0.209, atom 58 (H): 0.114, atom 59 (H): 0.104, atom 60 (H): 0.089, atom 61 (H): 0.114, atom 62 (H): 0.101, atom 63 (H): 0.089, atom 64 (H): 0.117, atom 65 (H): 0.120, atom 66 (C): -0.175, atom 67 (C): -0.174, atom 68 (C): -0.219, atom 69 (O): -0.143, atom 70 (C): -0.187, atom 71 (H): 0.111, atom 72 (H): 0.103, atom 73 (H): 0.104, atom 74 (H): 0.114, atom 75 (H): 0.116, atom 76 (H): 0.120, atom 77 (H): 0.113, atom 78 (H): 0.116, atom 79 (C): -0.157, atom 80 (C): -0.147, atom 81 (C): -0.180, atom 82 (O): -0.156, atom 83 (C): -0.215, atom 84 (H): 0.088, atom 85 (H): 0.119, atom 86 (H): 0.104, atom 87 (H): 0.102, atom 88 (H): 0.115, atom 89 (H): 0.098, atom 90 (H): 0.124, atom 91 (H): 0.107, atom 92 (C): -0.164, atom 93 (C): -0.156, atom 94 (C): -0.199, atom 95 (O): -0.148, atom 96 (C): -0.208, atom 97 (H): 0.101, atom 98 (H): 0.109, atom 99 (H): 0.119